[1]
Computed, not measured: an isolated molecule of C19H22N2O3 at a distorted geometry, with wB97M-V/def2-TZVPD.

Energy relative to the best compared isomer or geometry (same formula, charge and spin) in eV: 4.318
Structure (SMILES): O=c1cc(O)n([C@H]2CCCc3ccccc32)c(=O)n1C1CCCC1
Molar mass in g mol⁻¹: 326.4
2S+1: 1
HOMO in eV: -8.411

Element x y z (Å)
O -3.69240 2.40924 0.30562
O 0.16456 0.35490 0.54531
O -3.12547 -1.37226 -2.00729
C -2.90316 1.55151 0.02192
C -0.87021 0.42250 0.06850
C -3.42751 0.47102 -0.74060
C -2.53505 -0.50735 -1.22435
C 0.91384 -4.21124 1.62519
C -0.34704 -4.08061 1.12196
C 1.86341 -3.48092 0.94978
C -0.79278 -3.27860 0.13631
C 1.59356 -2.62194 -0.10004
C 0.18713 -2.44457 -0.48510
N -1.19966 -0.57859 -0.85288
N -1.54565 1.53940 0.42686
C 2.66730 -2.05199 -0.95593
C -0.27653 -1.47695 -1.55341
C 2.18129 -0.79869 -1.73660
C 0.82894 -0.95483 -2.45239
C 1.45640 3.14354 1.85128
C 1.02361 4.23670 0.88542
C 0.13482 2.49737 2.33660
C -0.32242 3.72234 0.28629
C -0.94107 2.66257 1.23830
H -4.06313 -1.25648 -2.05414
H -4.54289 0.53212 -0.99938
H 1.28861 -4.88016 2.41379
H -1.10859 -4.72333 1.63957
H 2.81348 -3.86642 1.18936
H -1.78731 -3.18672 -0.22351
H 3.14009 -2.87437 -1.56287
H 3.45621 -1.69671 -0.29617
H -0.86662 -1.95900 -2.25956
H 2.87715 -0.52728 -2.60693
H 2.23055 0.07593 -0.96845
H 1.15048 -1.65011 -3.21765
H 0.49431 -0.16390 -3.05755
H 2.13040 2.50632 1.20234
H 2.04714 3.36743 2.75211
H 0.91100 5.27233 1.31818
H 1.68062 4.39456 -0.09129
H 0.22941 1.43986 2.61408
H -0.27600 2.87475 3.26749
H -0.21094 3.39731 -0.73943
H -0.86982 4.57675 0.30861
H -1.76003 3.19457 1.68068

Forces on atoms 1 to 6 (eV/Å):
-0.370 2.347 1.142
8.284 -1.637 2.863
2.216 -2.882 -1.560
-0.537 0.171 0.343
-1.419 0.660 -1.303
1.772 -1.709 -0.898

[2]
Computed, not measured: a structure of composition C21H32I2N3O6P2S5Tc, with wB97M-V/def2-TZVPD.

Molar mass in g mol⁻¹: 996.6
<S²>: 0.78
2S+1: 2
Net charge: +1
HOMO (spin up / spin down) in eV: -10.137 / -10.751

Element x y z (Å)
Tc -0.52556 -1.73893 1.90322
C 3.55324 1.31807 -2.13558
C 3.43134 0.06652 -1.28346
C 3.54993 0.33637 0.20654
O 2.19526 -0.64214 -1.63935
P 0.82373 -0.68159 -0.88615
O 0.94412 -1.26093 0.48409
C 0.11679 0.99755 -0.89183
P -0.85412 1.41309 0.60162
O -1.22895 0.24682 1.43739
O -2.05638 2.30219 0.13939
C -3.23425 1.95895 -0.66723
C -3.49684 0.46719 -0.73733
C -3.08817 2.59819 -2.03550
O 0.05417 2.37683 1.43206
C 0.18033 3.82106 1.22299
C -0.79983 4.54303 2.12828
C 1.61921 4.18337 1.52609
O -0.14035 -1.56569 -1.73254
C -0.17848 -1.90699 -3.16018
C 0.94454 -2.86769 -3.50623
C -0.18155 -0.65846 -4.02193
H 4.56210 1.72002 -2.05414
H 2.85528 2.09613 -1.82316
H 3.36332 1.07715 -3.18167
H 4.20919 -0.63285 -1.58762
H 2.75378 0.99705 0.56089
H 4.50690 0.81387 0.41166
H 3.49469 -0.59293 0.77232
H -0.50016 1.10786 -1.78280
H 0.92559 1.72495 -0.95275
H -4.05044 2.44852 -0.13649
H -2.62984 -0.06776 -1.13501
H -4.33584 0.27995 -1.40472
H -3.72984 0.06610 0.24847
H -2.34527 2.08160 -2.64687
H -2.80163 3.64469 -1.93531
H -4.04563 2.54951 -2.55260
H -0.04542 4.03753 0.17452
H -0.55735 4.33655 3.17219
H -1.81808 4.20937 1.93694
H -0.74062 5.61627 1.95290
H 1.83875 3.98895 2.57604
H 1.77074 5.24240 1.32000
H 2.31341 3.60885 0.91167
H -1.13605 -2.41859 -3.25028
H 1.90491 -2.35545 -3.52588
H 0.75658 -3.30151 -4.48744
H 0.99333 -3.67214 -2.77207
H 0.74437 -0.09882 -3.87587
H -1.03798 -0.02117 -3.79353
H -0.24804 -0.94656 -5.06966
S 5.87052 -4.19677 4.21772
C 4.38215 -3.68126 3.80768
S 3.84322 -2.04596 4.09316
C 2.24647 -2.22639 3.42073
C 1.94938 -3.47284 2.89907
S 0.44094 -3.89893 2.24012
S 3.20218 -4.68104 3.01105
S 1.16414 -0.90670 3.44436
I -2.37175 -2.06776 3.93120
C -1.68156 -0.69088 5.45428
I -1.73278 1.33852 4.85864
H -0.66017 -0.96688 5.68413
H -2.34407 -0.82118 6.30089
N -1.73170 -2.50279 0.62977
C -2.46534 -2.96547 -0.17385
C -3.28144 -3.50872 -1.09828
C -3.87792 -4.78356 -0.89245
N -4.36028 -5.81414 -0.72707
C -3.51343 -2.79079 -2.30228
N -3.67750 -2.16281 -3.25296

Forces on atoms 1 to 6 (eV/Å):
0.323 -0.089 -0.186
-0.196 -0.204 -0.052
0.411 0.273 0.084
-0.209 -0.214 -0.101
-0.419 0.068 0.110
-0.003 -0.084 -0.636